The following is a DFT calculation (ωB97M-V/def2-TZVPD) of 15 unconnected molecules or ions with the total composition C60H165N15O15.

Values from the calculation:
LUMO energy, eV: 0.5
Orbital gap, eV: 9.052
ΔE to the lowest compared entry with this formula, charge and spin, eV: 6.033

Positions of all 255 atoms, in Å:
C1 2.4588 -3.9386 3.0778
C2 2.0197 -4.8275 4.2423
C3 3.1245 -5.8921 4.4210
O1 2.8585 -6.6993 5.5753
C4 3.9973 -7.5560 5.8945
N1 1.8664 -3.9901 5.4437
H1 2.1345 -4.2910 2.0987
H2 3.4889 -3.5899 3.1505
H3 2.0518 -2.9283 3.0362
H4 1.0197 -5.2479 4.1362
H5 4.0962 -5.3983 4.4312
H6 3.0957 -6.5791 3.5753
H7 3.9198 -8.0099 6.8825
H8 4.9960 -7.1201 5.8685
H9 3.9499 -8.3978 5.2036
H10 1.6621 -4.5752 6.2412
H11 2.7709 -3.6692 5.7582
C5 -0.3461 -3.5093 -3.1295
C6 -1.3815 -3.5633 -1.9470
C7 -2.3426 -4.7340 -2.2894
O2 -3.1280 -4.2360 -3.3976
C8 -4.0955 -5.1767 -3.7674
N2 -0.5388 -3.8049 -0.7654
H12 0.0344 -4.3844 -3.6563
H13 0.5158 -2.8580 -2.9845
H14 -0.7392 -2.9254 -3.9617
H15 -1.8815 -2.6122 -1.7638
H16 -2.9858 -4.8565 -1.4180
H17 -1.7612 -5.6464 -2.4224
H18 -4.1349 -5.2326 -4.8553
H19 -5.1130 -4.9136 -3.4784
H20 -3.8771 -6.2090 -3.4942
H21 -0.0141 -2.9652 -0.5659
H22 0.1307 -4.3793 -1.2573
C9 1.6835 4.1608 3.5713
C10 1.3652 2.8815 2.8219
C11 0.9308 1.7728 3.7529
O3 2.0062 1.3190 4.5633
C12 1.7748 0.1157 5.2246
N3 0.1944 3.1958 2.0164
H23 2.4191 4.0897 4.3725
H24 0.7600 4.5714 3.9795
H25 2.0327 4.8659 2.8169
H26 2.1798 2.5335 2.1868
H27 0.5902 0.9652 3.1049
H28 0.1234 2.1623 4.3729
H29 2.6068 -0.1763 5.8655
H30 1.4031 -0.6622 4.5577
H31 0.8715 0.1997 5.8288
H32 0.4525 3.9437 1.3885
H33 -0.0353 2.3757 1.4734
C13 4.2326 0.3389 2.1422
C14 5.3539 -0.7361 2.4216
C15 5.4375 -1.7163 1.2990
O4 4.1787 -2.2762 0.9390
C16 4.1470 -2.8140 -0.3755
N4 6.5741 -0.1383 2.9633
H34 4.5693 0.9267 1.2883
H35 4.0900 0.9870 3.0069
H36 3.2763 -0.1815 2.0900
H37 5.0008 -1.3262 3.2672
H38 6.1315 -2.5307 1.5068
H39 5.8849 -1.2562 0.4180
H40 3.1700 -3.2607 -0.5603
H41 4.8638 -3.6346 -0.3465
H42 4.3584 -2.0609 -1.1346
H43 7.1476 -0.8510 3.3912
H44 6.2927 0.4151 3.7599
C17 3.4242 -2.4958 -4.5381
C18 4.4880 -3.5037 -4.8793
C19 5.8668 -3.1445 -4.3672
O5 6.4135 -2.0318 -5.1113
C20 7.5871 -1.5623 -4.4515
N5 4.1033 -4.7626 -4.1883
H45 3.7876 -1.5759 -4.9962
H46 3.4699 -2.2816 -3.4703
H47 2.4212 -2.6853 -4.9203
H48 4.5372 -3.6705 -5.9553
H49 6.5307 -4.0013 -4.4828
H50 5.7813 -2.8446 -3.3228
H51 8.1035 -0.9085 -5.1544
H52 8.3609 -2.2951 -4.2228
H53 7.2603 -0.9187 -3.6348
H54 4.8245 -5.4236 -4.4396
H55 3.2904 -5.0967 -4.6861
C21 -0.9674 -7.1429 0.1113
C22 -1.0985 -6.8071 1.5530
C23 0.2147 -7.1434 2.3141
O6 0.5918 -8.5331 2.0983
C24 1.7043 -8.9337 2.9243
N6 -1.3620 -5.4004 1.6172
H56 -0.7349 -8.1993 -0.0227
H57 -0.1686 -6.5877 -0.3805
H58 -1.8496 -6.8724 -0.4688
H59 -1.9511 -7.3711 1.9312
H60 0.2536 -6.9870 3.3921
H61 1.0633 -6.6269 1.8654
H62 2.6422 -8.4460 2.6583
H63 1.8299 -10.0029 2.7536
H64 1.4533 -8.6992 3.9587
H65 -1.0451 -4.9149 0.7902
H66 -2.3701 -5.3396 1.6260
C25 -7.5687 -2.4034 -0.5948
C26 -6.1147 -2.4056 -0.8728
C27 -5.3272 -1.6085 0.2210
O7 -5.7575 -0.2380 0.3084
C28 -5.3110 0.3738 1.4945
N7 -5.6604 -3.7662 -1.0233
H67 -8.1724 -2.8796 -1.3674
H68 -7.9914 -1.4094 -0.4490
H69 -7.7452 -2.9762 0.3156
H70 -5.8860 -1.8923 -1.8068
H71 -4.2756 -1.7376 -0.0351
H72 -5.3817 -2.0616 1.2108
H73 -5.1408 -0.3301 2.3092
H74 -6.0349 1.1201 1.8219
H75 -4.4466 1.0068 1.2942
H76 -6.3515 -4.1272 -1.6654
H77 -4.7971 -3.7821 -1.5473
C29 -2.1988 6.2043 -1.8146
C30 -3.3376 6.8638 -0.9981
C31 -4.5164 5.9303 -0.7803
O8 -5.6373 6.6914 -0.4109
C32 -6.7727 5.7991 -0.2142
N8 -2.7677 7.3870 0.2092
H78 -1.8547 5.2418 -1.4359
H79 -1.3165 6.8239 -1.9748
H80 -2.5309 6.0319 -2.8383
H81 -3.6157 7.7564 -1.5584
H82 -4.3326 5.1319 -0.0614
H83 -4.7818 5.4079 -1.6995
H84 -6.6143 5.0245 0.5361
H85 -7.2072 5.3859 -1.1245
H86 -7.5748 6.3954 0.2208
H87 -2.3962 6.6244 0.7574
H88 -3.6325 7.6745 0.6445
C33 3.4381 3.4268 0.0287
C34 3.9306 4.7714 -0.4961
C35 3.2286 5.9439 0.2350
O9 1.8209 5.7400 -0.0554
C36 1.0315 6.6482 0.5847
N9 5.3842 4.7691 -0.4749
H89 3.7774 3.3711 1.0630
H90 3.8663 2.5466 -0.4508
H91 2.3558 3.4029 -0.0989
H92 3.6506 4.7885 -1.5494
H93 3.6460 6.8964 -0.0917
H94 3.4601 5.8507 1.2960
H95 1.1663 6.6740 1.6660
H96 0.0044 6.2914 0.5076
H97 0.9893 7.6200 0.0928
H98 5.6928 4.6682 0.4815
H99 5.6929 3.9261 -0.9377
C37 0.1883 -0.0358 -5.1660
C38 -0.8493 1.0612 -5.2765
C39 -0.4098 2.5135 -4.9691
O10 0.2330 2.5844 -3.7061
C40 0.6167 3.9080 -3.3093
N10 -1.4755 0.9778 -6.5509
H100 -0.4162 -0.9421 -5.1317
H101 0.7423 0.0841 -4.2350
H102 0.8561 0.0038 -6.0266
H103 -1.5599 0.8484 -4.4778
H104 -1.3407 3.0733 -4.8787
H105 0.3032 2.9101 -5.6920
H106 -0.2195 4.6025 -3.2286
H107 1.3961 4.3374 -3.9388
H108 1.0302 3.9432 -2.3014
H109 -0.8521 1.3083 -7.2736
H110 -1.5405 -0.0047 -6.7757
C41 4.7642 4.1408 -4.2263
C42 4.9602 3.1076 -5.3457
C43 4.6292 1.6854 -4.7753
O11 5.3790 1.5271 -3.5339
C44 4.9711 0.4370 -2.7547
N11 4.1171 3.5130 -6.5065
H111 3.7950 4.2468 -3.7388
H112 4.9428 5.1357 -4.6342
H113 5.4205 4.0615 -3.3597
H114 5.9802 3.1587 -5.7265
H115 4.9847 0.9499 -5.4969
H116 3.5562 1.4956 -4.7479
H117 5.1174 -0.5346 -3.2267
H118 3.9384 0.6543 -2.4819
H119 5.6288 0.4944 -1.8874
H120 3.1768 3.5528 -6.1402
H121 4.4165 4.4671 -6.6487
C45 -5.7993 2.9689 -2.1337
C46 -5.9709 1.6507 -2.7700
C47 -4.7687 0.7907 -3.0594
O12 -5.1083 -0.4391 -3.7552
C48 -4.0805 -1.3327 -4.0423
N12 -6.8817 0.8695 -1.9790
H122 -5.3665 3.6733 -2.8441
H123 -5.2574 2.8737 -1.1928
H124 -6.7047 3.4455 -1.7580
H125 -6.4747 1.8428 -3.7173
H126 -4.1946 0.5415 -2.1670
H127 -4.0272 1.3802 -3.5987
H128 -3.6323 -1.6521 -3.1015
H129 -3.2858 -0.8657 -4.6242
H130 -4.4153 -2.1759 -4.6465
H131 -7.0165 -0.0362 -2.4053
H132 -6.4489 0.6415 -1.0954
C49 -3.4724 3.9048 2.9976
C50 -2.9070 5.2942 3.3653
C51 -2.4622 5.3947 4.8177
O13 -1.8699 6.6302 5.1654
C52 -2.2342 7.1518 6.4737
N13 -1.8107 5.6644 2.5524
H133 -2.7435 3.1020 3.1084
H134 -3.7811 3.8993 1.9522
H135 -4.3333 3.6452 3.6136
H136 -3.7141 6.0003 3.1697
H137 -1.7193 4.6225 5.0178
H138 -3.3736 5.2355 5.3939
H139 -1.7256 8.1135 6.5413
H140 -1.9664 6.5181 7.3191
H141 -3.3178 7.1139 6.5857
H142 -1.6306 6.5428 3.0171
H143 -1.0022 5.1178 2.8127
C53 1.5927 -0.1678 -1.0624
C54 0.7730 -0.2860 0.3045
C55 -0.7167 0.1358 0.1231
O14 -0.7285 1.5072 -0.0405
C56 -1.9784 1.8955 -0.6303
N14 0.8509 -1.6830 0.6400
H144 2.5176 -0.7442 -1.0412
H145 1.7892 0.8938 -1.2125
H146 1.0280 -0.6328 -1.8705
H147 1.2857 0.2896 1.0750
H148 -1.3801 -0.1535 0.9382
H149 -1.0971 -0.4044 -0.7439
H150 -2.8469 1.4619 -0.1344
H151 -2.0269 1.5263 -1.6547
H152 -2.2593 2.9331 -0.8111
H153 1.8302 -1.7834 0.8657
H154 0.3487 -2.0355 1.4423
C57 -2.8216 -2.3387 3.1846
C58 -1.4958 -1.9864 3.8852
C59 -1.6352 -2.0321 5.3678
O15 -2.7733 -1.3489 5.7995
C60 -2.7972 0.0551 5.5278
N15 -0.4757 -2.8018 3.2806
H155 -3.6634 -1.7067 3.4675
H156 -3.0930 -3.3439 3.5070
H157 -2.8773 -2.2772 2.0977
H158 -1.2112 -0.9396 3.7789
H159 -0.6876 -1.7697 5.8383
H160 -1.7737 -3.0902 5.5902
H161 -3.0201 0.3759 4.5102
H162 -1.8041 0.4777 5.6803
H163 -3.5474 0.5174 6.1694
H164 0.1044 -3.2697 3.9623
H165 -0.8541 -3.5315 2.6937

***

The following is a DFT calculation (ωB97M-V/def2-TZVPD) of a gas-phase ion, C5H10N3S (charge +1).

Values from the calculation:
LUMO energy (alpha / beta), eV: -5.0 / -5.0
Charge: +1
Orbital gap (alpha / beta), eV: 8.053 / 8.054
ΔE to the lowest compared entry with this formula, charge and spin, eV: 4.659

Positions of all 19 atoms, in Å:
C1 1.9650 1.9829 0.2384
C2 0.1005 0.6481 0.1916
C3 -1.4406 -0.4043 -1.2902
C4 -1.2098 -1.2940 1.1473
C5 -1.1869 -0.0196 0.2144
N1 2.6874 0.9407 -0.0467
N2 1.9928 -0.1448 -0.3561
N3 0.5801 1.7843 0.5312
S1 2.3812 -1.6756 -0.1283
H1 2.3517 3.0607 0.2646
H2 -0.4655 -0.8767 -1.7215
H3 -1.6258 0.5545 -1.6590
H4 -2.3137 -1.0175 -1.5120
H5 -2.0550 -1.8859 0.8948
H6 -1.3757 -1.0173 2.1588
H7 -0.2790 -1.7584 0.9703
H8 -2.0949 0.6090 0.6217
H9 0.0182 2.6045 0.8274
H10 1.9702 -2.0906 -1.3468

***

The following is a DFT calculation (ωB97M-V/def2-TZVPD) of a molecular structure, C54H69As2Cl3MnN3OS3SbSi3.

Values from the calculation:
LUMO energy (alpha / beta), eV: -13.2 / -13.2
Charge: +4
Spin multiplicity: 4
Orbital gap (alpha / beta), eV: 1.659 / 1.658
ΔE to the lowest compared entry with this formula, charge and spin, eV: 0.601

Positions of all 140 atoms, in Å:
Mn1 1.4006 -0.2553 -0.2943
C1 3.8224 -2.8906 -1.0169
C2 3.8751 -1.9693 -2.2263
As1 3.4992 -0.1744 -1.5510
C3 4.9664 0.0563 -0.3165
C4 4.7580 0.4838 0.9919
C5 5.8280 0.5659 1.8748
C6 7.1029 0.2227 1.4479
C7 7.3181 -0.1788 0.1318
C8 6.2535 -0.2593 -0.7528
C9 4.0129 1.0338 -2.9637
C10 3.8345 0.6876 -4.3022
C11 4.2743 1.5498 -5.3018
C12 4.8672 2.7596 -4.9635
C13 5.0191 3.1165 -3.6261
C14 4.5923 2.2551 -2.6214
As2 2.1377 -2.6989 0.0037
C15 2.8125 -2.2127 1.7593
C16 2.2120 -1.1508 2.4387
C17 2.6379 -0.7771 3.7085
C18 3.6647 -1.4875 4.3118
C19 4.2730 -2.5472 3.6415
C20 3.8524 -2.9090 2.3698
C21 1.7452 -4.5795 0.3472
C22 1.9495 -5.5301 -0.6516
C23 1.9136 -6.8834 -0.3415
C24 1.6759 -7.2892 0.9675
C25 1.4240 -6.3412 1.9509
C26 1.4425 -4.9877 1.6418
H1 4.6058 -2.6150 -0.3215
H2 3.9694 -3.9274 -1.2822
H3 3.1402 -2.2470 -2.9762
H4 4.8538 -1.9777 -2.6908
H5 3.7748 0.7636 1.3280
H6 5.6665 0.9000 2.8918
H7 7.9399 0.2815 2.1353
H8 8.3177 -0.4270 -0.2058
H9 6.4293 -0.5568 -1.7783
H10 3.3909 -0.2651 -4.5695
H11 4.1707 1.2657 -6.3423
H12 5.2281 3.4211 -5.7435
H13 5.4930 4.0546 -3.3612
H14 4.7445 2.5119 -1.5820
H15 1.3840 -0.6126 1.9969
H16 2.1667 0.0523 4.2250
H17 3.9899 -1.2239 5.3120
H18 5.0749 -3.1006 4.1181
H19 4.3278 -3.7367 1.8602
H20 2.1689 -5.2282 -1.6676
H21 2.1016 -7.6173 -1.1169
H22 1.7121 -8.3427 1.2225
H23 1.2369 -6.6579 2.9717
H24 1.2698 -4.2568 2.4199
S1 1.7150 2.0715 -0.1505
C27 1.5297 2.9846 -1.5589
N1 1.1898 2.5526 -2.7621
C28 1.3412 3.5257 -3.8615
C29 1.1632 4.8972 -3.2199
S2 1.7134 4.6930 -1.4895
H25 1.2707 1.5761 -2.9669
H26 0.5903 3.3452 -4.6261
H27 2.3289 3.4199 -4.3052
H28 0.1258 5.2249 -3.2044
H29 1.7752 5.6593 -3.6948
C30 -5.4474 -4.3181 1.6274
Si1 -4.5762 -5.1304 0.2448
C31 -3.1299 -6.1520 0.6664
C32 -5.4598 -5.5302 -1.3094
Sb1 -3.3351 -2.6705 -0.9913
Si2 -5.3620 -0.8989 -1.1660
C33 -5.7481 -0.4307 0.5832
C34 -6.6852 -1.9134 -1.9700
C35 -4.7247 0.4400 -2.2751
Si3 -1.6849 -2.3149 -3.1131
C36 -0.7435 -3.9009 -3.0633
C37 -2.8466 -1.9848 -4.5036
C38 -0.4296 -0.9210 -3.0094
H30 -5.9729 -5.0974 2.2022
H31 -6.1970 -3.5908 1.2980
H32 -4.7424 -3.8272 2.3046
H33 -3.4190 -7.2137 0.5998
H34 -2.8028 -5.9564 1.6886
H35 -2.2818 -5.9957 -0.0085
H36 -6.2226 -6.2902 -1.0734
H37 -4.7784 -5.9663 -2.0464
H38 -5.9816 -4.6789 -1.7629
H39 -6.5282 -1.0903 0.9798
H40 -6.1391 0.5952 0.6161
H41 -4.8823 -0.4842 1.2450
H42 -7.0719 -2.6903 -1.3009
H43 -6.3551 -2.3839 -2.9047
H44 -7.5226 -1.2460 -2.2188
H45 -3.6409 0.5500 -2.2208
H46 -5.1869 1.3983 -2.0090
H47 -5.0033 0.2214 -3.3132
H48 -1.3762 -4.7876 -2.9459
H49 -0.0511 -3.8672 -2.2259
H50 -0.1688 -4.0268 -3.9930
H51 -3.5315 -2.8178 -4.7008
H52 -2.2458 -1.8302 -5.4098
H53 -3.4369 -1.0815 -4.3285
H54 0.2574 -0.8897 -2.1462
H55 -0.9250 0.0522 -3.1090
H56 0.2300 -1.0615 -3.8777
Cl1 -2.4134 3.7907 7.5318
C39 -2.2821 3.8491 5.8200
C40 -3.4107 4.0643 5.0444
C41 -3.2785 4.1424 3.6699
C42 -2.0414 4.0098 3.0384
C43 -1.9925 4.2191 1.5321
C44 -2.7125 3.0765 0.8259
N2 -1.9901 1.7974 0.9279
C45 -1.9042 1.0005 2.0482
C46 -1.0900 -0.0330 1.7060
N3 -0.6801 0.1091 0.3740
C47 -1.2460 1.2390 -0.0387
O1 -2.7158 5.3418 1.1100
C48 -1.9922 6.5958 1.1468
C49 -1.4872 7.0177 2.4914
C50 -2.2888 7.4283 3.5033
Cl2 -3.9943 7.5521 3.4611
S3 -1.4021 7.8768 4.8921
C51 0.0811 7.5339 4.1244
C52 -0.1065 7.0889 2.8597
C53 -0.9366 3.7596 3.8481
Cl3 0.6487 3.5257 3.1589
C54 -1.0436 3.6850 5.2284
H57 -4.3782 4.1926 5.5188
H58 -4.1556 4.3524 3.0612
H59 -0.9597 4.2761 1.1794
H60 -2.8391 3.3229 -0.2252
H61 -3.6991 2.9788 1.2771
H62 -2.3918 1.2607 2.9828
H63 -0.7778 -0.8720 2.3143
H64 -1.1527 1.6730 -1.0255
H65 -2.7021 7.3237 0.7675
H66 -1.1451 6.5368 0.4568
H67 1.0180 7.7108 4.6364
H68 0.7109 6.8252 2.1923
H69 -0.1650 3.5134 5.8395

***

The following is a DFT calculation (ωB97M-V/def2-TZVPD) of a single C3H10N2O2 molecule.

Values from the calculation:
LUMO energy, eV: 0.5
Orbital gap, eV: 8.911
ΔE to the lowest compared entry with this formula, charge and spin, eV: 5.087

Positions of all 17 atoms, in Å:
C1 0.8241 -0.2561 -0.0747
C2 -0.3222 -0.7224 0.7576
C3 1.7374 0.7767 0.5313
N1 -1.7023 0.3544 0.3185
N2 -1.6754 0.7994 -1.0782
O1 0.6261 -0.2151 -1.3615
O2 1.3958 -1.7939 0.5785
H1 -0.5686 0.3378 -1.4867
H2 1.5309 -2.3135 -0.2243
H3 -2.5419 -0.2278 0.3652
H4 -2.4209 0.3511 -1.6184
H5 -1.8249 1.8103 -1.1098
H6 -0.2694 -0.4880 1.8124
H7 -0.8140 -1.6505 0.4988
H8 1.7293 1.7293 -0.0049
H9 2.7904 0.5003 0.5268
H10 1.5056 1.0081 1.5695